Entry 1:
Entry from the OMol25 dataset: C33H33AuGeN2S2 as an isolated structure (ωB97M-V/def2-TZVPD).

Structure (XYZ):
```
72
Properties=species:S:1:pos:R:3:forces:R:3
Au -0.897726 -0.589028 -0.693172 0.224 -0.113 0.125
C -0.368986 2.448348 -0.659084 -0.016 -0.014 -0.030
N -1.153787 1.548343 -1.528223 0.043 0.050 0.018
C -0.601392 1.515298 -2.908094 0.040 -0.065 0.026
C 0.744795 0.800593 -3.019009 -0.097 -0.003 -0.006
N 0.618282 -0.634966 -2.745039 0.026 0.108 -0.035
C -0.063979 -1.358547 -3.835291 -0.021 -0.018 -0.001
C 1.796063 -1.298476 -2.319615 -0.019 -0.020 0.003
C 3.059032 -0.910036 -2.732299 0.024 -0.006 0.024
C 4.178628 -1.647591 -2.364388 -0.004 0.048 -0.014
C 4.058057 -2.794438 -1.582056 -0.028 -0.049 0.037
C 2.813079 -3.200328 -1.158051 0.065 0.002 -0.031
C 1.664741 -2.444901 -1.481153 -0.151 0.015 -0.006
S 0.184976 -2.906532 -0.757704 0.094 0.042 -0.005
C -2.576109 1.874722 -1.563979 0.003 0.010 -0.016
C -2.998331 3.195853 -1.557011 -0.014 0.020 0.009
C -4.350195 3.502271 -1.617153 0.010 -0.016 0.001
C -5.283988 2.480347 -1.681901 0.006 0.005 0.002
C -4.866980 1.159582 -1.683727 -0.010 -0.015 0.006
C -3.511412 0.840767 -1.638399 0.017 -0.008 -0.008
S -3.054007 -0.861523 -1.730086 -0.127 0.020 -0.071
H -0.242329 3.431922 -1.119035 0.001 0.005 0.005
H 0.614649 2.018360 -0.477638 0.007 -0.004 0.005
H -0.874109 2.553079 0.298392 0.005 -0.002 0.002
H -0.486123 2.543512 -3.267723 -0.006 0.003 0.005
H -1.342204 1.027476 -3.540086 -0.005 0.010 -0.005
H 1.458518 1.222842 -2.311251 0.010 0.005 0.000
H 1.130381 0.982802 -4.029938 0.002 -0.009 -0.006
H 0.445944 -1.179915 -4.788251 0.008 -0.003 0.006
H -1.103214 -1.045330 -3.905545 0.007 0.009 -0.001
H -0.054861 -2.425373 -3.627218 -0.005 -0.001 0.008
H 3.179043 -0.047194 -3.373426 -0.006 -0.004 0.000
H 5.153226 -1.336498 -2.716981 0.004 -0.006 0.005
H 4.935071 -3.366949 -1.314370 0.004 0.001 -0.004
H 2.694360 -4.084364 -0.545272 -0.003 -0.002 -0.001
H -2.277408 3.999757 -1.497449 0.008 0.000 0.000
H -4.667576 4.535737 -1.603894 0.002 0.001 0.002
H -6.340718 2.708171 -1.715703 0.000 -0.002 -0.001
H -5.593098 0.357383 -1.712741 -0.003 0.003 -0.004
C -3.070448 -0.053150 2.192438 -0.013 0.004 -0.004
Ge -1.203852 -0.467454 1.829421 -0.083 -0.074 0.015
C -0.694307 -2.253517 2.394465 -0.001 -0.009 0.050
C 0.509561 -2.485465 3.061029 -0.029 -0.014 -0.010
C 0.877953 -3.776316 3.416376 0.012 0.011 0.007
C 0.046199 -4.845527 3.114457 0.019 -0.019 0.009
C -1.158942 -4.627383 2.459585 0.000 0.020 -0.003
C -1.523049 -3.339385 2.098571 0.001 0.041 -0.026
C -0.026400 0.928052 2.502272 -0.017 0.077 -0.046
C -0.574317 1.913631 3.285248 0.038 0.012 -0.014
C 0.183295 3.033766 3.697835 -0.032 -0.011 0.002
C 1.475327 3.171265 3.287315 0.021 0.007 -0.004
C 2.082185 2.187182 2.466306 0.010 0.004 -0.004
C 3.418306 2.327065 2.013356 -0.006 0.014 0.009
C 3.995557 1.375879 1.223129 -0.003 -0.018 -0.014
C 3.262649 0.224645 0.859351 0.006 0.016 0.007
C 1.972578 0.067421 1.280789 0.019 0.003 0.002
C 1.335404 1.046829 2.086427 -0.017 -0.026 -0.014
H -3.272333 -0.093586 3.263519 0.009 0.006 0.005
H -3.709397 -0.777620 1.688899 0.000 0.004 -0.002
H -3.314456 0.940859 1.817033 -0.022 -0.005 -0.004
H 1.157447 -1.653668 3.316852 -0.004 -0.048 0.009
H 1.810509 -3.946081 3.939101 -0.001 -0.002 0.005
H 0.333910 -5.849774 3.397090 -0.003 -0.001 -0.001
H -1.812362 -5.459657 2.232610 0.000 0.000 -0.003
H -2.461245 -3.177895 1.576169 -0.005 -0.012 0.011
H -1.610957 1.849473 3.595362 -0.003 0.002 0.007
H -0.273532 3.784030 4.329610 0.001 0.001 -0.001
H 2.059388 4.034641 3.582350 -0.003 0.001 0.003
H 3.976850 3.205865 2.312428 0.003 -0.002 -0.002
H 5.018207 1.491981 0.889070 0.001 -0.002 0.001
H 3.731810 -0.548373 0.263757 0.008 0.007 -0.010
H 1.438130 -0.842901 1.031361 0.002 0.019 -0.021
```
Forces are in eV/Å.

Net charge: +1
Highest occupied orbital energy (spin up / spin down) (eV): -9.7 / -10.8
Orbital gap (spin up / spin down) (eV): 7.56 / 5.11
Maximum force (eV/Å): 0.3
Multiplicity: 4
DFT total energy (eV): -119608.717

Atom charges from the Löwdin analysis, given in e for atoms 1 to 4: Au 0.60; C -0.06; N -0.24; C -0.14

=====

Entry 2:
Entry from the OMol25 dataset: C33H33Cl2CrN3O as an isolated structure (ωB97M-V/def2-TZVPD).

Structure (XYZ):
```
73
Properties=species:S:1:pos:R:3:forces:R:3
Cr 0.102679 -0.470976 -0.137994 0.145 -0.025 0.319
C 3.983737 0.178609 -0.772891 0.040 0.037 -0.026
C 2.729277 0.706226 -0.133250 -0.014 -0.123 -0.051
C 2.427716 0.513992 1.219137 0.060 -0.066 0.117
C 3.352541 -0.227051 2.153983 -0.058 -0.004 -0.032
C 1.260290 1.093102 1.765609 -0.001 -0.052 0.104
C 0.873542 0.792866 3.192924 0.049 0.054 -0.026
C 0.529607 2.032514 1.019881 -0.084 0.075 -0.021
C -0.395666 2.985875 1.739815 0.006 -0.023 -0.101
C 0.746511 2.111807 -0.365549 -0.027 0.146 -0.058
C 0.003220 3.097549 -1.239848 0.010 -0.031 0.043
C 1.799054 1.374316 -0.950917 -0.013 0.020 -0.073
C 2.036595 1.447604 -2.437638 0.058 0.005 0.021
H 3.778507 -0.704155 -1.386229 0.007 0.053 0.048
H 4.739367 -0.092040 -0.042758 -0.008 0.016 -0.014
H 4.418558 0.936997 -1.426492 -0.011 -0.026 0.031
H 3.884887 0.485388 2.792178 -0.049 -0.016 -0.033
H 4.093343 -0.820664 1.632229 0.016 -0.014 -0.024
H 2.805247 -0.894447 2.818433 -0.012 0.002 -0.038
H 1.525301 1.308247 3.904176 -0.014 -0.019 -0.018
H 0.947025 -0.274739 3.394346 0.015 -0.010 -0.024
H -0.152143 1.085030 3.400950 -0.011 0.030 -0.012
H -1.430781 2.648285 1.775931 -0.106 -0.064 -0.030
H -0.380871 3.966169 1.267206 -0.012 -0.028 -0.022
H -0.070460 3.131260 2.766416 0.028 -0.016 0.008
H 0.700496 3.849932 -1.616358 -0.020 -0.018 -0.020
H -0.783954 3.622158 -0.708931 -0.026 -0.014 0.041
H -0.442289 2.621739 -2.115309 0.012 -0.016 0.027
H 2.691769 2.288489 -2.685415 -0.017 -0.018 0.013
H 1.110993 1.580910 -2.991203 -0.006 0.011 0.003
H 2.514206 0.540532 -2.803252 -0.007 0.008 0.008
Cl -1.114063 -3.996025 2.976867 -0.046 0.011 0.013
C -2.127392 -2.713343 2.437633 -0.121 -0.270 0.259
C -3.478572 -2.668535 2.852700 0.106 -0.195 0.095
C -4.307712 -1.676245 2.434443 -0.125 0.065 -0.053
Cl -5.959431 -1.651402 2.954533 0.084 0.009 -0.044
C -3.828064 -0.662357 1.564854 -0.068 0.138 0.039
C -4.596224 0.393598 1.040912 -0.067 -0.014 -0.021
C -4.008832 1.301861 0.200851 -0.023 0.040 0.012
C -2.652381 1.167627 -0.114076 0.017 0.008 0.133
N -1.891727 0.198534 0.355199 -0.236 -0.085 0.041
C -2.476133 -0.718410 1.191203 0.217 0.194 -0.169
C -1.611832 -1.750720 1.618286 0.492 0.193 -0.172
O -0.349470 -1.724653 1.183925 -0.386 0.150 -0.090
H -3.851054 -3.443215 3.510043 0.043 0.014 -0.019
H -5.644815 0.471518 1.298764 0.038 -0.007 -0.002
H -4.571953 2.121620 -0.223236 0.012 -0.026 0.009
H -2.181133 1.878835 -0.774949 0.034 0.101 0.037
C -1.651046 -0.298845 -2.762800 0.202 -0.155 0.065
N -0.466154 -0.786091 -2.038075 -0.205 -0.015 -0.162
C 0.296264 -1.647021 -2.673188 -0.007 0.108 -0.096
C 1.382696 -2.203947 -2.003261 -0.064 0.204 0.074
C 2.284269 -3.241188 -2.271681 0.030 -0.127 -0.067
C 2.941888 -3.492212 -1.075717 -0.001 -0.065 0.049
C 2.410260 -2.605082 -0.124026 -0.038 0.042 -0.047
N 1.499868 -1.804144 -0.682984 0.053 -0.371 -0.051
C -2.818930 -1.261647 -2.770767 -0.028 -0.047 0.172
C -3.762692 -1.173146 -3.788215 -0.091 -0.004 0.004
C -4.889628 -1.985356 -3.777600 0.059 0.021 0.012
C -5.081644 -2.898068 -2.748808 0.052 0.011 0.031
C -4.135874 -3.002688 -1.736722 -0.008 0.033 -0.039
C -3.009724 -2.189360 -1.748627 0.056 -0.028 -0.061
H -1.370459 -0.044403 -3.787665 0.045 -0.081 -0.045
H -1.968804 0.630528 -2.304023 0.022 0.101 -0.052
H 0.052909 -1.924552 -3.696716 0.016 -0.007 0.003
H 2.403759 -3.756842 -3.213896 0.009 0.047 0.081
H 3.691611 -4.245429 -0.886849 -0.041 0.064 -0.021
H 2.637675 -2.551575 0.928807 0.024 0.044 -0.003
H -3.617650 -0.464889 -4.598060 -0.009 -0.025 0.030
H -5.613601 -1.910353 -4.579037 0.017 0.000 0.019
H -5.956017 -3.536083 -2.744287 0.017 0.019 0.003
H -4.268824 -3.725049 -0.939282 0.011 0.033 -0.041
H -2.264868 -2.304163 -0.967885 -0.040 -0.005 -0.085
```
Forces are in eV/Å.

Net charge: +1
Highest occupied orbital energy (spin up / spin down) (eV): -10.8 / -10.8
Orbital gap (spin up / spin down) (eV): 7.11 / 7.39
Maximum force (eV/Å): 0.6
Multiplicity: 4
DFT total energy (eV): -94738.187

Atom charges from the Löwdin analysis, given in e for atoms 1 to 4: Cr 0.95; C -0.01; C -0.19; C -0.18

=====

Entry 3:
Entry from the OMol25 dataset: C33H33CrN7O5S2 as an isolated structure at a distorted geometry (ωB97M-V/def2-TZVPD).

Structure (XYZ):
```
81
Properties=species:S:1:pos:R:3:forces:R:3
Cr -0.397221 0.666817 -0.764274 -0.404 1.067 0.312
C 1.978429 7.714562 3.650009 0.063 -0.057 -0.046
C 1.853848 6.385830 2.949558 -0.006 0.077 0.003
C 1.518704 5.235968 3.650918 -0.018 -0.017 0.018
C 1.398173 4.011543 3.003384 -0.012 0.081 0.013
C 1.626915 3.939834 1.642751 0.042 0.239 0.069
C 1.979432 5.076642 0.920403 -0.003 -0.043 0.083
C 2.084213 6.288714 1.574937 -0.003 0.037 0.008
S 1.530031 2.393491 0.807193 0.227 -0.216 -0.107
O 2.805795 2.230197 0.125649 -0.193 -0.101 -0.053
O 1.268994 1.376708 1.824202 0.059 0.056 -0.037
N 0.354912 2.490658 -0.245428 0.088 0.624 0.040
C -0.723435 3.504624 -0.135356 0.228 -0.611 -0.003
C -2.104438 2.846718 -0.140236 0.005 -0.604 -0.005
O -3.098220 3.539271 -0.037648 -0.061 0.086 0.019
O -2.094116 1.548162 -0.265451 0.026 0.189 -0.043
H 1.523266 7.684803 4.639472 -0.001 -0.001 -0.016
H 1.499045 8.506522 3.073607 -0.011 -0.006 0.013
H 3.028982 7.990625 3.772143 -0.028 -0.009 0.002
H 1.342298 5.296351 4.719055 -0.015 0.000 -0.023
H 1.130022 3.112966 3.542682 -0.004 0.015 -0.018
H 2.165733 4.996734 -0.143995 -0.006 0.009 0.038
H 2.345886 7.180822 1.015650 -0.008 -0.029 0.016
H -0.695706 4.180964 -0.991202 0.083 0.061 -0.018
H -0.654425 4.107966 0.766421 0.019 0.056 0.065
C 0.130291 -0.445952 4.332716 -0.018 -0.197 -0.037
N 0.352368 -1.733931 3.681461 0.262 0.246 0.193
C 1.223466 -2.723020 4.108880 -0.185 0.322 0.113
C 1.183581 -3.713156 3.212949 -0.099 -0.047 -0.314
N 0.286162 -3.322633 2.207609 0.249 -0.240 -0.369
C -0.239491 -2.073852 2.506746 -0.262 -0.207 0.125
S -1.419753 -1.178428 1.746397 0.085 0.025 0.072
C 0.137152 -4.048676 0.989745 -0.095 0.053 0.439
C 0.347551 -5.426450 0.986908 -0.043 -0.127 0.038
C 0.299184 -6.086488 -0.225382 0.008 -0.058 0.068
C 0.022058 -5.370084 -1.380997 -0.029 0.025 -0.025
C -0.227521 -4.016710 -1.250683 0.000 0.062 0.135
N -0.165936 -3.364804 -0.088815 0.154 0.078 -0.387
H 0.686312 -0.442388 5.267405 0.009 0.002 0.001
H -0.932310 -0.314214 4.524971 -0.023 -0.032 0.019
H 0.466941 0.355636 3.679036 0.031 0.023 -0.059
H 1.796086 -2.630216 5.015565 -0.038 0.027 -0.043
H 1.734787 -4.633944 3.172776 -0.017 0.030 -0.032
H 0.517724 -5.969337 1.905512 0.025 0.011 -0.007
H 0.463236 -7.156006 -0.264433 0.013 0.022 0.002
H -0.004805 -5.848740 -2.350399 -0.043 0.007 0.020
H -0.481057 -3.408083 -2.113639 0.052 -0.013 0.013
C -1.362667 0.030181 -5.082172 -0.012 0.003 -0.034
C -0.532863 0.742365 -4.041435 0.200 -0.020 -0.182
O -1.027012 1.445354 -3.180135 -0.017 0.059 0.040
N 0.817363 0.572977 -4.153008 -0.146 -0.042 0.128
C 1.737335 1.184110 -3.208986 -0.104 -0.031 -0.003
C 2.284846 0.206474 -2.206161 0.061 0.121 -0.077
C 3.579346 -0.263038 -2.317044 0.158 -0.053 0.011
C 4.085072 -1.118043 -1.349564 0.051 0.065 -0.100
C 3.273265 -1.469003 -0.291560 -0.080 -0.022 0.078
C 1.988987 -0.957995 -0.250461 -0.155 -0.025 0.131
N 1.487794 -0.153530 -1.193416 0.373 -0.315 0.133
H -2.409479 0.098938 -4.799382 0.018 -0.009 0.015
H -1.071353 -1.018508 -5.176398 0.006 0.042 0.000
H -1.227066 0.512373 -6.052614 -0.003 -0.036 0.027
H 1.172635 -0.102461 -4.807494 -0.031 0.010 -0.045
H 1.181376 1.955711 -2.676543 0.070 0.096 0.033
H 2.562755 1.649050 -3.744143 0.023 0.044 -0.053
H 4.196726 0.071112 -3.140980 -0.018 -0.011 0.013
H 5.104569 -1.477324 -1.412476 -0.022 -0.005 -0.008
H 3.620144 -2.105704 0.510281 0.005 0.011 -0.002
H 1.328942 -1.165938 0.583142 0.005 -0.030 -0.081
N -1.509700 -0.853644 -1.458910 -0.219 -0.515 -0.349
C -2.446997 -1.491570 -1.591661 -0.633 -0.537 -0.002
C -3.644023 -2.299443 -1.621289 0.385 0.335 0.070
C -3.841988 -3.256600 -2.607269 0.023 -0.126 -0.155
C -4.994172 -4.024860 -2.583795 0.016 0.037 -0.003
C -5.933159 -3.834738 -1.577923 -0.001 0.002 -0.002
C -5.727849 -2.874369 -0.596196 0.042 0.048 -0.016
C -4.580852 -2.096272 -0.613385 -0.095 0.034 0.146
H -3.098596 -3.395875 -3.382439 -0.033 0.003 0.007
H -5.163595 -4.764861 -3.354057 0.012 -0.020 0.012
H -6.832510 -4.437847 -1.561788 0.023 0.020 -0.002
H -6.463902 -2.724577 0.182020 0.011 -0.004 -0.002
H -4.396476 -1.338452 0.138491 -0.018 -0.041 -0.026
```
Forces are in eV/Å.

Net charge: 0
Highest occupied orbital energy (spin up / spin down) (eV): -6.9 / -7.4
Orbital gap (spin up / spin down) (eV): 7.06 / 7.58
Maximum force (eV/Å): 1.2
Multiplicity: 5
DFT total energy (eV): -105519.290

Atom charges from the Löwdin analysis, given in e for atoms 1 to 4: Cr 0.64; C -0.05; C -0.27; C -0.03